DFT (wB97M-V/def2-TZVPD) results for a molecular structure, C11H34LaN2P2S at a distorted geometry.

```
! RIJCOSX wB97M-V def2-TZVPD def2/J DEFGRID3
* xyz 1 1
La 0.60270 -0.17038 -2.31227
H 2.89818 -1.12605 -2.55003
H 2.47065 -1.79310 -2.62643
P 1.02399 2.52054 -1.48402
P -1.79411 -1.63805 -1.88599
C -2.27260 -2.61051 -0.42079
H -3.04232 -3.34121 -0.70820
H -1.40192 -3.13809 -0.00684
H -2.67063 -1.93869 0.35271
C -3.38400 -1.19520 -2.65930
H -3.18801 -0.70530 -3.62262
H -3.99207 -2.10026 -2.79557
H -3.90696 -0.48388 -2.00405
C -1.16091 -2.95111 -3.02485
H -0.30162 -3.47788 -2.58050
H -1.98154 -3.65910 -3.18427
H -0.85663 -2.51587 -3.99140
C 0.01818 3.94884 -2.00315
H 0.63826 4.85606 -2.00104
H -0.38644 3.75337 -3.00545
H -0.82030 4.06355 -1.30113
C 1.77324 3.06030 0.08768
H 2.57849 2.37325 0.38393
H 2.18142 4.07352 -0.03795
H 1.00899 3.06266 0.87805
C 2.45652 2.61474 -2.64940
H 2.14364 2.34048 -3.67052
H 2.80959 3.65168 -2.63780
H 3.27063 1.94534 -2.32855
H -0.74052 0.86127 -3.27741
H -0.88792 0.64477 -0.32361
C 2.13478 -1.79527 1.36664
N 1.29208 -1.23715 2.44011
C 1.63910 -1.64004 3.80602
C 0.25297 -0.41469 2.17161
S 0.12802 -0.12057 0.33952
N -0.60633 0.18186 2.99463
C -0.67169 0.09304 4.47494
C -1.66798 1.05677 2.45769
H 2.87553 -2.41866 1.84526
H 2.66591 -1.02613 0.80455
H 1.57161 -2.42410 0.67585
H 1.93479 -0.76972 4.40461
H 0.81651 -2.20223 4.26468
H 2.50389 -2.30861 3.74972
H -0.56579 1.09486 4.91544
H -1.64961 -0.30402 4.78292
H 0.10970 -0.54977 4.87795
H -1.26020 1.92092 1.93069
H -2.33963 0.51932 1.78660
H -2.24964 1.41849 3.30134
*
```

LUMO energy (alpha / beta) = -2.30 / -2.23 eV
HOMO (alpha / beta) = -0.2901 / -0.2630 Eh
HOMO-LUMO gap (alpha / beta) = 5.594 / 4.927 eV

DFT (wB97M-V/def2-TZVPD) results for 6 unconnected molecules or ions with the total composition C11H34O11 at a distorted geometry.

```
! RIJCOSX wB97M-V def2-TZVPD def2/J DEFGRID3
* xyz 0 1
O 4.31598 10.11796 8.72208
C 3.95940 9.76150 7.36856
C 2.60839 10.45552 7.03805
O 2.37917 10.64232 5.69382
H 5.20514 9.79075 8.87680
H 4.66429 10.08748 6.60372
H 3.87311 8.67681 7.30457
H 2.63528 11.45973 7.46107
H 1.84152 9.80175 7.45351
H 1.57733 11.16924 5.72565
O 0.06611 6.02665 18.99286
C 1.15446 6.86329 19.07737
C 1.79889 6.81237 20.39691
O 1.78428 5.46557 21.01453
H -0.64629 6.54139 18.60667
H 1.82541 6.59314 18.26194
H 0.86992 7.90806 18.95246
H 1.23652 7.35886 21.15400
H 2.71552 7.39644 20.47925
H 2.46396 5.53009 21.68942
O -8.42231 6.05351 14.79860
C -8.17971 6.29708 13.47487
C -7.41938 5.21987 12.60889
O -8.12250 4.04048 12.94152
H -8.67922 6.86661 15.23959
H -9.15078 6.55560 13.05263
H -7.57579 7.19904 13.37565
H -6.39805 5.11921 12.97613
H -7.36874 5.37696 11.53146
H -7.98375 3.47459 12.17854
O 0.78639 2.31082 13.95370
C 2.13126 2.37148 14.11690
C 2.64277 1.33875 15.18657
O 2.53346 1.86875 16.52248
H 0.37303 2.13417 14.80194
H 2.55191 2.27579 13.11590
H 2.34951 3.38200 14.46235
H 3.69977 1.18199 14.97139
H 2.18205 0.35504 15.09630
H 3.28829 1.49333 16.98170
O -2.64877 10.78759 18.12081
C -3.29912 9.95597 19.05627
C -4.36862 9.17229 18.24707
O -3.98695 8.36015 17.15704
H -2.66054 10.54162 17.19294
H -2.62332 9.34877 19.65853
H -3.80443 10.61922 19.75831
H -5.27562 9.69858 17.94965
H -4.67876 8.33318 18.86981
H -4.54331 7.58467 17.26041
C -0.90335 9.11212 12.23482
O -1.47599 9.71656 13.39081
H -1.61337 8.84217 11.45310
H -0.13105 9.76832 11.83350
H -0.41950 8.18411 12.53944
H -2.21534 9.19446 13.71078
*
```

LUMO energy = 0.23 eV
structure (SMILES) = OCCO.OCCO.OCCO.OCCO.OCCO.CO
HOMO = -0.3598 Eh
HOMO-LUMO gap = 10.017 eV

DFT (wB97M-V/def2-TZVPD) results for 6 unconnected molecules or ions with the total composition C11H35O6 at a distorted geometry.

```
! RIJCOSX wB97M-V def2-TZVPD def2/J DEFGRID3
* xyz 1 1
O 0.03302 -0.14038 0.26094
H -0.63898 -0.98238 0.22094
H 0.71602 -0.40338 -0.48306
H 0.72702 -0.14738 1.03794
C -0.90598 -3.58738 1.15394
O -1.42398 -2.31338 1.38294
H 0.09202 -3.77638 1.15194
H -1.40098 -3.96538 0.24294
H -0.98098 -4.27038 2.07094
H -2.32798 -2.52138 1.53094
C -0.05598 2.57662 3.19394
O -0.79498 1.80462 2.31294
H 0.21502 2.03062 3.89894
H -0.60798 3.41062 3.49794
H 0.94602 2.83262 2.59994
H -1.63898 2.09862 2.28794
C -2.40898 2.28462 -0.72606
C -3.41498 1.02462 -0.63306
C -3.93798 0.75862 -2.01406
O -2.74198 -0.04438 -0.12506
H -2.84498 3.23062 -1.11506
H -1.75498 1.88862 -1.47806
H -1.92898 2.30862 0.18494
H -4.19998 1.11762 -0.00706
H -4.71498 -0.00238 -2.07806
H -3.22398 0.28362 -2.75006
H -4.38298 1.56262 -2.42306
H -3.45398 -0.80338 0.10094
C -0.56998 -1.07638 -3.42506
C 0.95002 -0.81038 -3.17106
C 1.29102 0.76762 -3.15206
O 1.30102 -1.34338 -1.91006
H -1.22098 -0.56138 -2.77106
H -0.61098 -2.11338 -3.20206
H -0.74298 -0.90538 -4.48006
H 1.52802 -1.39638 -4.06006
H 1.05902 1.02662 -4.19906
H 2.35702 0.87862 -3.06506
H 0.87402 1.40662 -2.24906
H 1.82502 -2.05338 -1.91006
C 4.08002 -0.76238 2.57794
C 2.86202 0.30562 2.36294
C 3.14302 0.84862 0.86994
O 1.72502 -0.43138 2.39094
H 4.99602 -0.22938 2.91194
H 4.25102 -1.57138 1.80594
H 3.98902 -1.53338 3.49794
H 2.99602 0.94762 3.13594
H 2.35302 1.44162 0.63094
H 3.07302 0.05962 0.28994
H 4.14702 1.33362 0.58094
H 1.40102 -0.48338 3.24094
*
```

LUMO energy = -2.37 eV
HOMO = -0.4781 Eh
HOMO-LUMO gap = 10.641 eV

DFT (wB97M-V/def2-TZVPD) results for a molecular structure, C11H36BeNO8 at a distorted geometry.

```
! RIJCOSX wB97M-V def2-TZVPD def2/J DEFGRID3
* xyz 2 2
Be 8.55497 1.22802 -13.39436
C 9.19716 2.10554 -7.96025
C 9.56747 2.80705 -9.28678
C 10.45238 4.04159 -8.84983
C 11.87769 3.82810 -8.44759
C 12.57325 2.98202 -9.46872
C 11.82631 1.65567 -9.78245
N 10.42891 1.96407 -10.16821
O 9.74535 0.94525 -10.90415
C 11.93407 0.65656 -8.58510
C 12.69535 1.15650 -10.98609
C 8.20948 3.27791 -9.93200
H 8.66628 1.16100 -8.07901
H 8.48622 2.71662 -7.40415
H 9.95880 1.84904 -7.22390
H 10.03937 4.60313 -8.01186
H 10.47554 4.77342 -9.65728
H 11.97425 3.36327 -7.46640
H 12.43484 4.76256 -8.38071
H 13.54099 2.75293 -9.02251
H 12.79625 3.57963 -10.35258
H 11.95742 1.10086 -7.59003
H 12.84343 0.06634 -8.69836
H 11.20518 -0.14822 -8.48939
H 12.52607 0.09599 -11.17252
H 13.75244 1.30509 -10.76568
H 12.44701 1.74132 -11.87176
H 8.31627 3.57073 -10.97648
H 7.79212 4.09350 -9.34146
H 7.43150 2.51531 -9.96821
C 9.20349 -0.06889 -16.82906
C 10.00245 1.26793 -16.74279
O 9.71709 2.00428 -15.59364
H 8.18959 0.15523 -17.16057
H 9.12479 -0.67946 -15.92957
H 9.63357 -0.74569 -17.56734
H 9.98364 1.89223 -17.63610
H 11.07600 1.08055 -16.76483
H 10.13194 2.86368 -15.69810
O 6.52232 0.64841 -15.01009
H 6.32487 -0.28636 -14.95139
H 5.81367 1.01044 -15.54204
O 7.31722 3.24231 -14.12376
H 6.41018 3.22822 -13.81830
H 7.29006 3.75302 -14.93288
O 6.39118 1.24509 -11.96389
H 6.16531 0.93636 -11.08644
H 5.60782 1.70513 -12.26548
O 10.77618 -0.05162 -13.70222
H 11.07019 -0.84888 -14.14287
H 11.32799 0.00903 -12.92244
O 7.90563 -1.21486 -13.31370
H 7.12749 -1.50331 -13.79070
H 8.23244 -2.00663 -12.88645
O 10.00876 3.26648 -12.75906
H 10.37561 2.88339 -11.96226
H 10.33153 4.16761 -12.76271
*
```

<S²> = 0.76
LUMO energy (alpha / beta) = -8.07 / -8.19 eV
HOMO (alpha / beta) = -0.5573 / -0.5856 Eh
HOMO-LUMO gap (alpha / beta) = 7.099 / 7.740 eV

Number 1: DFT total energy -1661.0222 a.u.. Number 2: DFT total energy -1266.9115 a.u.. Number 3: DFT total energy -891.0595 a.u.. Number 4: DFT total energy -1111.4349 a.u..